1.
A cluster of 2 separate species, H3N3O3 in total in a non-equilibrium geometry. Source: OMol25; level of theory: the ωB97M-V functional and the def2-TZVPD basis.

As for the structure (SMILES): NN=O.O=NO. Its HOMO-LUMO gap is 9.91 eV. The value obtained for the energy above the lowest of the compared OMol25 structures with the same formula, charge and spin is 3.3489 eV. The HOMO energy is -9.704 eV.

Geometry (Å):
N: -0.70 1.24 -1.67
N: -0.33 0.47 -0.70
O: 0.61 -0.30 -0.85
H: -1.58 1.66 -1.71
H: -0.28 1.05 -2.55
O: -0.20 -1.16 3.16
N: 0.01 -0.85 2.02
O: 1.23 -1.23 1.58
H: 1.23 -0.88 0.71

So, what does the Löwdin scheme give us? The charges, in e, come out as: N 0.117; N -0.144; O -0.071; H 0.103; H 0.104; O 0.006; N -0.126; O 0.017; H -0.004

=====

2.
An isolated molecule of H3N3O3S in a non-equilibrium geometry. Source: OMol25; level of theory: the ωB97M-V functional and the def2-TZVPD basis.

As for the structure (SMILES): [H]/N=N/N(OO)OS. Its HOMO-LUMO gap is 9.41 eV. The value obtained for the energy above the lowest of the compared OMol25 structures with the same formula, charge and spin is 5.5683 eV. The HOMO energy is -9.842 eV.

Geometry (Å):
H: 2.16 1.71 1.02
N: 1.69 1.12 0.35
N: 0.45 1.26 0.26
N: -0.16 0.56 -0.65
O: 0.48 -0.59 -1.15
O: 0.76 -1.60 -0.17
O: -1.51 0.56 -0.61
S: -2.21 -0.46 0.66
H: 1.23 -1.24 0.58
H: -2.89 -1.31 -0.29

So, what does the Löwdin scheme give us? The charges, in e, come out as: H 0.065; N 0.079; N -0.030; N -0.303; O -0.065; O -0.038; O -0.454; S 0.751; H 0.065; H -0.069

=====

3.
A structure of composition H3N3O3S in a non-equilibrium geometry. Source: OMol25; level of theory: the ωB97M-V functional and the def2-TZVPD basis.

Its HOMO-LUMO gap is 8.93 eV. The value obtained for the energy above the lowest of the compared OMol25 structures with the same formula, charge and spin is 2.5838 eV. The HOMO energy is -9.681 eV.

Geometry (Å):
N: -1.53 1.18 -0.98
N: 0.26 0.02 0.05
N: -0.91 0.71 0.15
O: -2.65 1.55 -0.57
O: -2.97 -1.55 1.14
O: -2.12 -1.03 -1.02
S: -2.62 -0.49 0.24
H: 0.29 -0.78 -0.55
H: 1.15 0.55 -0.23
H: -0.82 1.41 0.93

So, what does the Löwdin scheme give us? The charges, in e, come out as: N -0.083; N 0.034; N -0.297; O -0.164; O -0.378; O -0.402; S 0.882; H 0.080; H 0.138; H 0.189

=====

4.
An isolated molecule of H3N3O4 in a non-equilibrium geometry. Source: OMol25; level of theory: the ωB97M-V functional and the def2-TZVPD basis.

As for the structure (SMILES): NN(OO)[N+](=O)[O-]. Its HOMO-LUMO gap is 11.04 eV. The value obtained for the energy above the lowest of the compared OMol25 structures with the same formula, charge and spin is 0.3965 eV. The HOMO energy is -10.745 eV.

Geometry (Å):
N: 1.22 0.97 -0.13
N: 0.26 0.16 0.14
O: 0.37 -1.25 -0.42
O: -0.12 -2.06 0.50
N: -1.09 0.66 0.05
O: -1.28 1.80 0.29
O: -2.02 -0.12 -0.21
H: 2.08 0.99 0.51
H: 1.69 0.88 -1.05
H: -1.12 -2.04 0.32

So, what does the Löwdin scheme give us? The charges, in e, come out as: N 0.059; N -0.124; O -0.089; O -0.043; N -0.364; O 0.123; O 0.042; H 0.148; H 0.122; H 0.127

=====

5.
A structure of composition H3N3OS in a non-equilibrium geometry. Source: OMol25; level of theory: the ωB97M-V functional and the def2-TZVPD basis.

Its HOMO-LUMO gap (alpha / beta) is 7.60 / 7.53 eV. The value obtained for the energy above the lowest of the compared OMol25 structures with the same formula, charge and spin is 5.5536 eV. The HOMO energy (alpha / beta) is -8.392 / -8.366 eV.

Geometry (Å):
N: -0.71 0.77 -1.08
N: -0.57 -0.25 -0.49
N: 0.70 -0.09 0.87
O: -1.09 -1.35 -0.45
S: 2.18 0.53 0.34
H: -1.39 1.14 -1.74
H: 0.29 0.33 1.77
H: 0.60 -1.08 0.79

So, what does the Löwdin scheme give us? The charges, in e, come out as: N 0.151; N -0.366; N -0.454; O 0.000; S 0.410; H 0.109; H 0.126; H 0.024

=====

6.
A cluster of 2 separate species, H3N3OS in total in a non-equilibrium geometry. Source: OMol25; level of theory: the ωB97M-V functional and the def2-TZVPD basis.

As for the structure (SMILES): N#[N+][O-].NS. Its HOMO-LUMO gap is 9.47 eV. The value obtained for the energy above the lowest of the compared OMol25 structures with the same formula, charge and spin is 2.4419 eV. The HOMO energy is -8.763 eV.

Geometry (Å):
N: 3.47 -1.23 0.20
N: 3.84 -0.34 0.72
O: 4.35 0.62 1.25
N: -0.08 -1.17 -0.51
S: -0.95 0.09 -1.29
H: -0.29 -1.22 0.46
H: 0.89 -1.15 -0.74
H: -2.08 -0.69 -1.40

So, what does the Löwdin scheme give us? The charges, in e, come out as: N 0.240; N -0.280; O 0.066; N -0.440; S 0.590; H 0.001; H -0.035; H -0.142

=====

7.
A cluster of 2 separate species, H3NO2S in total in a non-equilibrium geometry. Source: OMol25; level of theory: the ωB97M-V functional and the def2-TZVPD basis.

As for the multiplicity: 3. Its HOMO-LUMO gap (alpha / beta) is 9.24 / 9.00 eV. The value obtained for the energy above the lowest of the compared OMol25 structures with the same formula, charge and spin is 2.0721 eV. The HOMO energy (alpha / beta) is -8.828 / -11.623 eV.

Geometry (Å):
N: -0.83 0.76 -0.03
O: 1.87 0.60 0.28
O: 0.53 -0.93 1.65
S: 0.67 -0.17 0.42
H: -1.66 0.15 -0.20
H: -0.83 1.36 -0.88
H: 0.25 -1.77 -1.25

So, what does the Löwdin scheme give us? The charges, in e, come out as: N -0.120; O -0.356; O -0.363; S 0.635; H 0.053; H 0.061; H 0.091

=====

8.
An isolated molecule of H3NO2S2 in a non-equilibrium geometry. Source: OMol25; level of theory: the ωB97M-V functional and the def2-TZVPD basis.

Its HOMO-LUMO gap is 8.73 eV. The value obtained for the energy above the lowest of the compared OMol25 structures with the same formula, charge and spin is 1.1277 eV. The HOMO energy is -9.344 eV.

Geometry (Å):
N: -0.94 0.15 -1.73
O: -0.58 -0.22 1.12
O: 1.61 -0.33 2.72
S: 1.06 -0.46 1.32
S: -1.49 -0.84 -0.45
H: -1.08 1.13 -1.81
H: 0.03 -0.20 -2.05
H: 1.39 0.78 0.87

So, what does the Löwdin scheme give us? The charges, in e, come out as: N -0.362; O -0.827; O -0.555; S 0.813; S 0.854; H 0.023; H 0.076; H -0.023